(1)
87
Properties=species:S:1:pos:R:3 method="wB97M-V/def2-TZVPD" fmax_ev_per_a=0.68 lumo_energy_ev=2.28 orbital_gap_ev=6.18 total_charge=-1
Sr 1.56 0.72 1.11
O -1.59 3.04 3.36
C -0.62 2.42 2.91
N 0.04 2.51 1.76
C -0.20 3.52 0.80
C -1.04 4.62 1.06
C -1.23 5.63 0.12
C -0.58 5.57 -1.09
C 0.27 4.51 -1.37
C 0.50 3.47 -0.45
N 1.37 2.40 -0.71
C 2.02 2.24 -1.86
O 2.01 2.91 -2.90
C 2.90 0.97 -1.94
C 3.27 0.52 -3.20
C 4.04 -0.63 -3.31
C 4.44 -1.29 -2.16
C 4.05 -0.77 -0.94
N 3.30 0.33 -0.83
C -0.08 1.33 3.88
C -0.91 0.97 4.94
C -0.46 0.03 5.85
C 0.81 -0.50 5.71
C 1.57 -0.09 4.62
N 1.13 0.80 3.73
H -1.56 4.64 2.00
H -1.90 6.45 0.36
H -0.73 6.34 -1.84
H 0.79 4.46 -2.32
H 2.93 1.08 -4.06
H 4.33 -1.00 -4.28
H 5.04 -2.19 -2.18
H 4.32 -1.27 -0.01
H -1.87 1.44 5.01
H -1.09 -0.27 6.68
H 1.21 -1.23 6.40
H 2.56 -0.49 4.46
N 0.75 -1.65 -1.97
C -0.16 -1.17 -2.90
C 0.05 -1.48 -4.25
C -0.86 -1.10 -5.22
C -2.03 -0.43 -4.86
C -2.25 -0.13 -3.53
C -1.33 -0.47 -2.53
P -1.46 0.15 -0.83
C -2.97 1.17 -0.85
C -4.24 0.64 -0.62
C -5.37 1.44 -0.66
C -5.24 2.80 -0.95
C -3.99 3.34 -1.20
C -2.86 2.53 -1.15
C -2.02 -1.28 0.15
C -2.21 -2.56 -0.36
C -2.55 -3.61 0.49
C -2.72 -3.39 1.84
C -2.55 -2.11 2.36
C -2.19 -1.07 1.52
H 1.71 -1.66 -2.28
H 0.66 -1.40 -0.99
H 0.94 -2.03 -4.52
H -0.66 -1.34 -6.26
H -2.75 -0.14 -5.61
H -3.14 0.41 -3.25
H -4.34 -0.42 -0.39
H -6.34 1.02 -0.46
H -6.12 3.43 -0.98
H -3.87 4.39 -1.41
H -1.89 2.97 -1.33
H -2.07 -2.75 -1.42
H -2.67 -4.61 0.08
H -2.98 -4.21 2.50
H -2.68 -1.92 3.42
H -2.05 -0.07 1.93
Cl 6.34 -4.93 0.87
C 4.79 -4.14 1.04
C 3.85 -4.20 0.02
C 2.64 -3.56 0.16
C 2.28 -2.82 1.32
C 1.07 -2.07 1.39
C 3.25 -2.84 2.35
C 4.48 -3.47 2.22
H 4.08 -4.75 -0.88
H 1.91 -3.63 -0.65
H 0.62 -1.94 2.38
H 0.32 -2.37 0.66
H 3.03 -2.34 3.29
H 5.19 -3.45 3.03

(2)
91
Properties=species:S:1:pos:R:3 method="wB97M-V/def2-TZVPD" fmax_ev_per_a=3.57 multiplicity=3 lumo_energy_ev="-3.38 / -3.48" orbital_gap_ev="6.77 / 7.10" s_squared=2.016 total_charge=+1
W 0.38 -1.78 -2.12
O 0.67 2.17 -3.68
C 0.77 1.03 -3.12
N -0.20 0.13 -2.80
C -1.63 0.31 -3.00
C -2.28 1.54 -2.86
C -3.64 1.46 -2.94
C -4.30 0.25 -3.17
C -3.62 -0.97 -3.30
C -2.24 -0.95 -3.23
N -1.33 -2.06 -3.18
C -1.48 -3.09 -4.15
O -2.53 -3.39 -4.68
C -0.04 -3.68 -4.43
C 0.20 -4.49 -5.48
C 1.53 -4.78 -5.86
C 2.55 -4.24 -5.04
C 2.23 -3.51 -3.93
N 0.97 -3.17 -3.66
C 2.16 0.64 -2.73
C 3.16 1.56 -2.76
C 4.39 1.17 -2.35
C 4.56 -0.12 -1.86
C 3.51 -0.95 -1.73
N 2.28 -0.60 -2.22
H -1.76 2.47 -2.75
H -4.30 2.29 -2.90
H -5.35 0.42 -3.09
H -4.07 -1.94 -3.32
H -0.70 -4.80 -6.00
H 1.76 -5.41 -6.69
H 3.62 -4.46 -5.23
H 3.01 -3.10 -3.29
H 2.93 2.59 -3.02
H 5.21 1.88 -2.36
H 5.53 -0.45 -1.58
H 3.61 -1.85 -1.14
O -0.15 -1.06 -0.16
P -0.86 -0.20 0.90
C 0.28 -0.43 2.36
P 1.36 0.91 2.76
O 2.08 1.33 1.53
C 0.22 2.16 3.48
C -1.02 1.73 3.92
C -1.91 2.71 4.35
C -1.51 4.02 4.59
C -0.30 4.42 4.12
C 0.60 3.48 3.57
C 2.53 0.36 4.04
C 2.47 -0.56 5.10
C 3.52 -0.75 6.00
C 4.67 0.03 5.84
C 4.72 0.97 4.82
C 3.74 1.04 3.88
C -2.57 -0.91 1.15
C -3.61 -0.60 0.34
C -4.76 -1.31 0.38
C -4.99 -2.27 1.38
C -3.93 -2.60 2.23
C -2.71 -1.91 2.09
C -1.00 1.53 0.48
C -2.05 2.35 0.81
C -2.08 3.65 0.35
C -0.99 4.25 -0.26
C 0.10 3.42 -0.51
C 0.10 2.11 -0.20
H 0.98 -1.25 2.00
H -0.27 -0.81 3.28
H -1.25 0.66 3.99
H -2.96 2.49 4.54
H -2.17 4.76 4.95
H 0.00 5.47 4.25
H 1.57 3.74 3.19
H 1.58 -1.15 5.27
H 3.43 -1.46 6.82
H 5.44 -0.11 6.59
H 5.60 1.68 4.76
H 3.91 1.72 3.04
H -3.44 0.23 -0.36
H -5.52 -1.09 -0.35
H -5.90 -2.86 1.42
H -4.05 -3.32 3.02
H -1.87 -2.26 2.65
H -2.90 1.99 1.36
H -2.93 4.29 0.62
H -0.96 5.27 -0.53
H 1.00 3.84 -0.97
H 0.95 1.49 -0.44
O 1.46 -2.93 -0.90
N 0.75 -3.97 -0.49
O 0.07 -4.41 -1.37

(3)
94
Properties=species:S:1:pos:R:3 method="wB97M-V/def2-TZVPD" fmax_ev_per_a=2.99 lumo_energy_ev=-6.54 orbital_gap_ev=6.77 total_charge=+2
Sn 9.27 12.76 13.23
O 5.16 14.22 12.47
C 6.12 13.68 13.16
O 6.52 12.56 12.89
C 6.77 14.52 14.22
C 6.23 15.69 14.72
C 7.04 16.43 15.60
C 8.23 15.93 16.03
C 8.71 14.80 15.38
N 8.00 14.04 14.55
C 10.14 14.42 15.56
O 10.97 15.16 16.04
O 10.44 13.23 15.00
H 5.01 13.64 11.70
H 5.26 16.06 14.39
H 6.63 17.37 15.97
H 8.87 16.57 16.67
C 9.00 8.90 12.83
C 7.96 9.48 13.82
P 8.75 10.80 14.82
C 7.80 11.49 16.17
C 6.42 11.66 16.10
C 5.73 12.06 17.25
C 6.41 12.24 18.42
C 7.78 12.24 18.43
C 8.48 11.92 17.27
C 10.26 10.08 15.42
C 11.43 10.15 14.65
C 12.58 9.51 15.10
C 12.61 8.89 16.34
C 11.50 8.85 17.13
C 10.32 9.42 16.66
P 9.36 10.19 11.47
C 10.95 9.79 10.75
C 12.05 9.06 11.29
C 13.24 8.89 10.62
C 13.47 9.49 9.40
C 12.38 10.14 8.82
C 11.19 10.33 9.48
C 8.10 9.56 10.33
C 8.44 8.41 9.63
C 7.47 7.82 8.81
C 6.20 8.39 8.73
C 5.89 9.53 9.40
C 6.88 10.18 10.15
H 8.62 8.02 12.32
H 9.83 8.64 13.47
H 7.09 9.87 13.31
H 7.61 8.71 14.53
H 5.84 11.33 15.25
H 4.67 11.98 17.25
H 5.88 12.32 19.36
H 8.33 12.43 19.36
H 9.59 12.00 17.36
H 11.43 10.66 13.62
H 13.45 9.50 14.48
H 13.51 8.36 16.68
H 11.54 8.22 17.98
H 9.46 9.34 17.29
H 11.94 8.63 12.29
H 14.01 8.34 11.20
H 14.43 9.42 8.85
H 12.49 10.63 7.82
H 10.32 10.76 8.94
H 9.44 7.93 9.76
H 7.77 6.94 8.25
H 5.43 8.00 8.11
H 4.90 9.93 9.32
H 6.61 11.11 10.65
I 12.88 14.56 8.74
C 12.52 13.92 10.61
C 13.19 14.07 11.81
N 12.31 13.62 12.75
N 11.17 13.19 12.19
C 11.28 13.32 10.88
H 14.16 14.35 12.12
H 12.37 13.53 13.74
H 10.53 13.03 10.15
O 9.65 15.34 12.90
C 9.08 15.25 11.83
N 8.44 14.03 11.55
S 7.97 13.94 9.93
O 6.56 13.72 9.83
O 8.85 13.08 9.16
C 8.44 15.61 9.58
C 8.37 16.28 8.35
C 8.83 17.63 8.32
C 9.42 18.16 9.46
C 9.60 17.44 10.63
C 9.03 16.17 10.68
H 8.03 15.86 7.37
H 8.61 18.15 7.43
H 9.72 19.22 9.41
H 10.07 17.88 11.51

(4)
96
Properties=species:S:1:pos:R:3 method="wB97M-V/def2-TZVPD" fmax_ev_per_a=0.65 lumo_energy_ev=-9.25 orbital_gap_ev=5.15 total_charge=+3
Ti -0.08 0.72 0.49
O 0.80 4.74 -5.33
N 0.52 5.42 -4.37
O 0.48 6.63 -4.33
C 0.16 4.70 -3.12
C -0.75 5.30 -2.33
C -1.20 4.65 -1.13
C -2.14 5.21 -0.25
C -2.49 4.52 0.88
C -1.90 3.28 1.14
N -1.01 2.73 0.33
C -0.66 3.41 -0.80
C 0.30 2.79 -1.66
N 0.77 1.57 -1.25
C 1.71 0.97 -1.99
C 2.24 1.57 -3.13
C 1.77 2.78 -3.55
C 0.75 3.43 -2.82
H -1.15 6.27 -2.60
H -2.58 6.18 -0.47
H -3.21 4.92 1.59
H -2.14 2.74 2.04
H 2.04 -0.01 -1.66
H 3.01 1.05 -3.68
H 2.16 3.23 -4.45
N -3.54 -0.37 2.72
C -3.19 -0.80 4.04
C -4.11 -1.54 4.77
C -3.76 -2.00 6.03
C -2.50 -1.75 6.54
C -1.57 -1.03 5.79
C -1.93 -0.55 4.55
S -0.80 0.47 3.65
N -1.41 0.32 2.05
C -2.65 -0.01 1.79
C -3.04 0.02 0.36
C -4.28 -0.36 -0.12
C -4.51 -0.31 -1.49
C -3.50 0.11 -2.33
C -2.28 0.48 -1.77
N -2.06 0.44 -0.46
H -4.48 -0.57 2.42
H -5.09 -1.74 4.36
H -4.49 -2.55 6.62
H -2.23 -2.11 7.53
H -0.58 -0.84 6.19
H -5.07 -0.71 0.53
H -5.47 -0.61 -1.89
H -3.62 0.15 -3.40
H -1.47 0.80 -2.40
O 1.96 -2.26 -0.62
S 1.00 -1.83 0.34
O -0.29 -1.27 -0.17
N 1.37 -0.45 1.07
C 2.53 -0.10 1.77
C 3.61 -0.87 2.09
C 4.68 -0.30 2.82
C 4.64 1.02 3.19
C 3.53 1.83 2.85
C 3.42 3.19 3.19
C 2.30 3.88 2.80
C 1.30 3.23 2.08
N 1.36 1.95 1.73
C 2.48 1.26 2.13
C 0.69 -3.09 1.49
C 1.58 -4.16 1.56
C 1.35 -5.14 2.51
C 0.26 -5.06 3.36
C -0.64 -3.99 3.26
C -0.43 -3.00 2.32
H 3.65 -1.91 1.80
H 5.53 -0.91 3.07
H 5.47 1.45 3.75
H 4.21 3.68 3.75
H 2.17 4.93 3.04
H 0.43 3.79 1.78
H 2.42 -4.22 0.89
H 2.03 -5.98 2.58
H 0.09 -5.83 4.09
H -1.50 -3.94 3.92
H -1.12 -2.18 2.22
S -0.07 -0.96 -3.69
C 0.74 -2.07 -4.72
N 1.62 -2.94 -4.22
C 2.33 -3.94 -5.03
C 1.49 -4.29 -6.25
C 1.11 -3.02 -6.98
N 0.50 -2.07 -6.03
H 1.74 -2.92 -3.22
H 2.51 -4.81 -4.41
H 3.30 -3.54 -5.34
H 0.59 -4.82 -5.93
H 2.06 -4.94 -6.91
H 0.37 -3.22 -7.76
H 1.98 -2.56 -7.45
H -0.15 -1.39 -6.36

(5)
90
Properties=species:S:1:pos:R:3 method="wB97M-V/def2-TZVPD" fmax_ev_per_a=0.68 multiplicity=5 lumo_energy_ev="-10.84 / -8.68" orbital_gap_ev="3.29 / 5.45" s_squared=6.391 total_charge=+3
Mn 0.03 -0.73 0.72
I 0.81 -0.13 -1.76
C -0.85 -0.44 -3.00
C -1.02 0.57 -3.91
C -1.95 0.42 -4.95
C -2.62 -0.77 -5.07
C -2.43 -1.82 -4.14
C -3.10 -3.05 -4.36
C -2.93 -4.09 -3.50
C -2.18 -3.91 -2.33
C -1.52 -2.72 -2.07
P -0.87 -2.75 -0.36
C 0.49 -3.92 -0.31
C 1.22 -4.12 -1.49
C 2.25 -5.05 -1.51
C 2.54 -5.79 -0.38
C 1.83 -5.59 0.80
C 0.82 -4.64 0.84
C -2.31 -3.28 0.59
C -2.36 -4.41 1.41
C -3.56 -4.76 2.02
C -4.70 -3.99 1.83
C -4.65 -2.87 1.00
C -3.47 -2.52 0.39
C -1.57 -1.66 -3.02
H -0.43 1.48 -3.86
H -2.10 1.21 -5.67
H -3.30 -0.93 -5.90
H -3.73 -3.14 -5.23
H -3.41 -5.04 -3.68
H -2.15 -4.72 -1.62
H 0.97 -3.58 -2.39
H 2.80 -5.21 -2.43
H 3.33 -6.53 -0.41
H 2.06 -6.16 1.68
H 0.31 -4.46 1.78
H -1.51 -5.06 1.54
H -3.60 -5.65 2.64
H -5.63 -4.28 2.31
H -5.55 -2.29 0.83
H -3.46 -1.67 -0.28
S 2.04 -1.79 4.66
C 2.87 -2.62 3.43
C 2.25 -2.43 2.24
N 1.13 -1.63 2.29
C 0.93 -1.22 3.53
H 3.75 -3.20 3.63
H 2.58 -2.83 1.29
H 0.14 -0.54 3.81
C 4.63 5.67 -3.22
C 3.94 5.81 -1.89
C 2.61 5.46 -1.72
C 1.96 5.59 -0.50
C 2.67 6.07 0.60
N 2.10 6.26 1.89
C 0.91 5.84 2.39
O 0.27 6.41 3.23
N 0.43 4.57 1.94
C 1.15 3.42 1.71
C 2.55 3.35 1.68
C 3.15 2.13 1.43
C 2.37 1.00 1.22
N 1.03 1.06 1.25
C 0.44 2.24 1.48
C 4.01 6.43 0.45
C 4.63 6.30 -0.78
H 3.91 5.50 -4.02
H 5.33 4.83 -3.21
H 5.19 6.57 -3.46
H 2.04 5.11 -2.57
H 0.91 5.38 -0.42
H 2.46 7.06 2.41
H -0.53 4.45 2.24
H 3.15 4.23 1.87
H 4.22 2.05 1.41
H 2.83 0.04 1.04
H -0.64 2.25 1.50
H 4.57 6.83 1.29
H 5.67 6.61 -0.88
I -4.62 2.78 -0.14
C -3.71 1.35 1.05
C -4.27 0.92 2.25
C -3.62 -0.05 2.99
C -2.42 -0.56 2.53
N -1.86 -0.12 1.40
C -2.50 0.80 0.66
H -5.21 1.33 2.59
H -4.04 -0.42 3.92
H -1.91 -1.35 3.06
H -2.03 1.10 -0.27